1.
Formula: C2H9N2
Source: the OMol25 dataset
Level of theory: ωB97M-V with the def2-TZVPD basis set

E   -5193.395 eV
Gap between HOMO and LUMO   10.7 eV
Net charge   +1
Relative energy (zero: lowest compared OMol25 entry of this formula, charge and spin)   53.90 kJ/mol

CARTESIAN COORDINATES (ANGSTROEM)
C1 -0.5013 3.4228 1.6433
H1 -1.1587 4.2828 1.7757
H2 0.4121 3.8629 1.2715
H3 -0.9835 2.7774 0.9361
H4 -0.3686 2.8512 2.5535
N1 0.7199 -1.0744 -0.9985
C2 0.3171 -2.2116 -1.4974
N2 -0.1862 -3.1655 -0.7448
H5 1.0456 -1.0854 -0.0415
H6 1.0788 -0.3123 -1.5539
H7 0.2883 -2.2667 -2.5756
H8 -0.0883 -4.1538 -0.9261
H9 -0.5751 -2.9275 0.1577

Löwdin atomic charge list, values in e, 4 entries: number 1, C, carries -0.05; number 2, H, carries 0.02; number 3, H, carries 0.01; number 4, H, carries 0.00

---

2.
Formula: C2H9N2
Source: the OMol25 dataset
Level of theory: ωB97M-V with the def2-TZVPD basis set

E   -5187.001 eV
Gap between HOMO and LUMO   4.8 eV
Net charge   +1
Relative energy (zero: lowest compared OMol25 entry of this formula, charge and spin)   670.89 kJ/mol

CARTESIAN COORDINATES (ANGSTROEM)
C1 -3.5546 -4.9429 -2.1456
H1 -4.1861 -4.9788 -1.2771
H2 -3.4271 -4.5283 -3.1384
H3 -1.7250 -4.6018 -1.3560
H4 -2.2151 -5.1638 -1.1439
N1 2.6409 3.5613 0.3812
C2 2.1244 2.6608 1.1823
N2 1.0662 2.8904 1.9410
H5 2.6751 4.5468 0.5978
H6 3.2257 3.1028 -0.3054
H7 2.2137 1.5823 0.9882
H8 0.6127 2.1150 2.3989
H9 0.5492 3.7562 1.8770

Löwdin atomic charge list, values in e, 4 entries: number 1, C, carries 0.02; number 2, H, carries -0.08; number 3, H, carries -0.06; number 4, H, carries 0.11

---

| no. | HOMO (Ha) |
| --- | --- |
| 1 | -0.5635 |
| 2 | -0.3460 |